Formula: C11H19F2N4O2
Source: the Open Molecules 2025 dataset
Level of theory: ωB97M-V with the def2-TZVPD basis set

```
! RIJCOSX wB97M-V def2-TZVPD def2/J DEFGRID3
* xyz 1 1
O 0.57 -2.19 1.24
C 1.14 -2.20 0.22
F 0.87 -1.43 -0.83
N 2.32 -3.00 -0.09
C 2.11 -4.41 0.02
O 1.12 -4.96 0.31
F 3.28 -5.00 -0.31
C 3.47 -2.51 0.54
C 3.81 -2.44 1.85
N 5.05 -1.87 1.89
C 5.47 -1.59 0.66
N 4.52 -1.97 -0.17
H 3.25 -2.75 2.71
H 5.58 -1.68 2.73
H 6.41 -1.14 0.39
H 4.55 -1.90 -1.18
C -3.97 3.52 -1.50
C -3.58 2.09 -1.19
N -2.14 1.87 -1.20
C -1.77 0.47 -1.19
C -2.11 -0.37 0.05
C -1.37 2.74 -0.33
C -1.70 2.74 1.17
H -3.53 3.85 -2.44
H -5.05 3.60 -1.58
H -3.65 4.21 -0.72
H -4.00 1.43 -1.95
H -4.05 1.79 -0.24
H -0.69 0.41 -1.37
H -2.24 0.01 -2.06
H -1.46 -0.15 0.89
H -1.99 -1.43 -0.18
H -3.14 -0.24 0.37
H -1.47 3.76 -0.71
H -0.31 2.49 -0.47
H -2.77 2.78 1.34
H -1.26 3.62 1.64
H -1.31 1.87 1.68
*
```

- M (g/mol) = 277.29
- HOMO (eV) = -9.82
- electronic energy (Ha) = -999.53375

Atomic partial charges in e from the Mulliken method, atoms 1 to 8: -0.361 0.517 -0.171 0.254 0.566 -0.352 -0.227 0.120

---

Formula: C4H11N3PS
Source: the Open Molecules 2025 dataset
Level of theory: ωB97M-V with the def2-TZVPD basis set

```
! RIJCOSX wB97M-V def2-TZVPD def2/J DEFGRID3
* xyz 1 1
C 3.51 -0.31 0.01
S 1.87 -0.84 -0.56
P 0.72 -0.10 1.09
C -0.61 -1.30 0.97
N -1.87 -0.42 0.09
C -2.93 -1.19 -0.45
N -1.51 0.72 -0.29
N -0.40 1.17 0.11
C 0.17 2.39 -0.31
H 4.17 -0.80 -0.54
H 3.73 -0.46 1.00
H 3.53 0.84 -0.20
H -1.23 -1.43 1.80
H -0.52 -2.07 0.25
H -3.14 -2.09 0.04
H -2.73 -1.38 -1.43
H -3.83 -0.69 -0.56
H 0.32 2.92 0.68
H 1.30 2.28 -0.69
H -0.55 2.76 -1.01
*
```

- energy relative to the best compared isomer or geometry (same formula, charge and spin) (kcal/mol) = 31.9
- M (g/mol) = 164.19
- HOMO (eV) = -13.29
- SMILES string = CSP1C[N+](C)=NN1C
- electronic energy (Ha) = -1062.46362

Atomic partial charges in e from the Mulliken method, atoms 1 to 8: -0.888 -0.031 0.076 -0.627 0.196 -0.913 -0.359 0.330

---

Formula: C2H6ClOPS
Source: the Open Molecules 2025 dataset
Level of theory: ωB97M-V with the def2-TZVPD basis set

```
! RIJCOSX wB97M-V def2-TZVPD def2/J DEFGRID3
* xyz 0 1
C -0.36 1.39 1.28
C -0.84 0.70 0.00
O 1.00 -2.13 -1.96
P 1.18 -2.26 -0.43
S -1.33 -1.01 0.17
Cl 2.53 -0.76 -0.24
H 0.78 1.29 1.31
H -0.44 2.47 1.18
H -0.91 0.94 2.19
H 0.01 0.71 -0.82
H -1.85 1.27 -0.37
H 0.22 -2.61 -2.31
*
```

- energy relative to the best compared isomer or geometry (same formula, charge and spin) (kcal/mol) = 46.9
- M (g/mol) = 144.56
- HOMO (alpha / beta) (eV) = -8.30 / -8.30
- electronic energy (Ha) = -1354.74882

Atomic partial charges in e from the Mulliken method, atoms 1 to 8: -0.721 -0.356 -0.354 0.386 -0.309 -0.157 0.143 0.301

---

Formula: C27H35N3O7
Source: the Open Molecules 2025 dataset
Level of theory: ωB97M-V with the def2-TZVPD basis set

```
! RIJCOSX wB97M-V def2-TZVPD def2/J DEFGRID3
* xyz 0 1
C -7.13 -1.31 1.61
H -6.34 -1.99 2.04
O -6.44 0.02 1.20
C -5.44 -0.08 0.39
C -4.88 -1.34 -0.31
C -3.84 -1.11 -0.92
C -3.34 0.09 -1.06
C -3.87 1.36 -0.78
C -5.01 1.25 0.07
O -5.55 2.22 0.76
C -5.10 3.75 0.64
H -5.78 4.31 1.12
H -5.05 3.71 -0.53
H -3.99 3.69 1.03
H -3.43 2.30 -0.99
C -2.10 0.35 -1.95
H -1.76 -0.71 -2.54
H -2.22 1.10 -2.75
C -0.72 0.91 -1.27
N 0.38 0.81 -1.84
C 1.16 1.84 -2.19
O 0.81 3.03 -1.48
C 2.44 1.70 -2.86
H 3.16 2.33 -2.45
H 2.78 0.73 -3.04
H 2.30 1.78 -3.98
H 0.76 -0.31 -2.31
C -0.75 0.08 0.02
O -1.03 0.33 1.28
N -0.52 -1.42 -0.12
H -0.38 -1.56 -1.19
C -0.59 -2.44 0.70
C 0.63 -2.22 1.85
H 0.73 -1.32 1.99
H 0.29 -2.79 2.78
C 1.92 -2.71 1.32
N 1.85 -2.93 -0.33
C 2.22 -1.89 -0.66
O 1.83 -1.72 -2.07
C 3.08 -0.83 -0.19
C 2.82 0.12 0.49
C 3.48 1.17 1.13
C 4.92 0.78 0.86
C 5.40 -0.47 0.23
C 4.44 -1.16 -0.43
H 5.07 -2.18 -0.85
H 6.59 -0.66 0.19
O 5.95 1.61 1.46
C 7.23 1.65 1.27
H 7.37 0.71 1.95
H 7.60 1.58 0.30
H 7.66 2.47 1.84
O 3.46 2.30 1.44
C 1.99 2.55 1.64
H 2.01 3.48 2.24
H 1.32 1.98 2.22
H 1.54 2.78 0.46
H 1.60 0.41 0.42
C 0.86 -3.78 -0.64
C -0.33 -3.79 0.44
H -1.27 -4.01 -0.59
H -0.45 -4.56 1.02
H 1.29 -4.88 -0.67
H 0.52 -3.67 -1.61
H 1.99 -4.06 1.66
H 2.81 -2.44 1.64
H -1.50 -2.41 1.44
H -0.89 1.96 -0.74
H -3.48 -1.99 -1.33
H -5.25 -2.08 0.43
H -7.97 -0.96 2.28
H -7.48 -1.83 0.71
*
```

- energy relative to the best compared isomer or geometry (same formula, charge and spin) (kcal/mol) = 628.1
- M (g/mol) = 513.59
- HOMO (eV) = -7.11
- electronic energy (Ha) = -1739.83159

Atomic partial charges in e from the Mulliken method, atoms 1 to 8: -0.924 0.384 -0.327 0.324 -0.656 -0.551 0.718 -0.749

---

Formula: C19H42Cl4
Source: the Open Molecules 2025 dataset
Level of theory: ωB97M-V with the def2-TZVPD basis set

```
! RIJCOSX wB97M-V def2-TZVPD def2/J DEFGRID3
* xyz 0 1
C 0.99 -3.25 -0.16
Cl 1.29 -2.54 1.45
Cl 0.08 -2.07 -1.10
Cl 2.50 -3.36 -0.99
Cl 0.18 -4.81 -0.22
C -2.95 -1.29 -2.45
C -3.71 -0.34 -3.39
C -2.89 0.70 -4.10
C -2.17 1.65 -3.15
C -1.40 2.77 -3.85
C -0.63 3.67 -2.93
H -2.57 -0.76 -1.59
H -2.04 -1.71 -2.85
H -3.56 -2.17 -2.23
H -4.32 -0.94 -4.09
H -4.44 0.18 -2.77
H -3.55 1.29 -4.71
H -2.20 0.22 -4.80
H -2.96 2.11 -2.55
H -1.53 1.04 -2.55
H -0.74 2.30 -4.62
H -2.08 3.30 -4.51
H -1.32 4.13 -2.22
H 0.11 3.14 -2.33
H -0.09 4.43 -3.50
C 1.77 -2.15 4.87
C 0.60 -1.70 5.74
C -0.68 -1.78 4.94
C -2.01 -1.51 5.65
C -2.21 -0.06 6.14
C -3.61 0.16 6.73
H 1.93 -1.49 4.03
H 1.59 -3.17 4.48
H 2.68 -2.24 5.48
H 0.42 -2.41 6.55
H 0.85 -0.72 6.13
H -0.74 -2.67 4.33
H -0.64 -1.06 4.11
H -2.85 -1.85 5.02
H -1.99 -2.19 6.53
H -1.47 0.23 6.86
H -2.07 0.58 5.27
H -4.42 -0.02 6.01
H -3.77 -0.52 7.58
H -3.71 1.17 7.16
C 4.64 0.76 -0.18
C 3.17 0.39 -0.24
C 2.41 0.99 -1.43
C 2.88 0.65 -2.80
C 2.05 1.20 -3.94
C 2.54 0.75 -5.33
H 5.19 0.37 -1.07
H 5.14 0.31 0.71
H 4.76 1.85 -0.15
H 3.08 -0.69 -0.35
H 2.74 0.72 0.71
H 2.42 2.10 -1.38
H 1.34 0.77 -1.34
H 3.94 0.95 -2.93
H 3.04 -0.42 -2.92
H 1.02 0.90 -3.77
H 1.95 2.30 -3.93
H 3.60 0.92 -5.45
H 2.36 -0.33 -5.43
H 2.04 1.24 -6.15
*
```

- energy relative to the best compared isomer or geometry (same formula, charge and spin) (kcal/mol) = 0.0
- M (g/mol) = 412.36
- HOMO (eV) = -10.73
- electronic energy (Ha) = -2589.85892

Atomic partial charges in e from the Mulliken method, atoms 1 to 8: 0.231 -0.047 -0.063 -0.106 -0.111 -0.981 -0.664 -0.618

---

Formula: C3H7N2O
Source: the Open Molecules 2025 dataset
Level of theory: ωB97M-V with the def2-TZVPD basis set

```
! RIJCOSX wB97M-V def2-TZVPD def2/J DEFGRID3
* xyz 1 1
C -1.76 -0.40 -0.17
C 0.73 -0.57 -0.16
C -1.97 0.92 0.28
N 1.60 0.17 -0.78
N 1.09 -1.66 0.47
O -2.10 -1.44 -0.51
H -1.40 1.64 -0.32
H -1.62 1.01 1.31
H -3.04 1.17 0.23
H 1.32 0.99 -1.29
H 2.59 -0.06 -0.82
H 0.42 -2.25 0.92
H 2.06 -1.99 0.49
*
```

- energy relative to the best compared isomer or geometry (same formula, charge and spin) (kcal/mol) = 50.0
- M (g/mol) = 87.10
- HOMO (eV) = -13.78
- electronic energy (Ha) = -302.96036

Atomic partial charges in e from the Mulliken method, atoms 1 to 8: 0.742 0.086 -0.871 -0.293 -0.306 -0.178 0.326 0.326

---

Formula: C24H35N8OPdS
Source: the Open Molecules 2025 dataset
Level of theory: ωB97M-V with the def2-TZVPD basis set

```
! RIJCOSX wB97M-V def2-TZVPD def2/J DEFGRID3
* xyz 3 1
Pd -0.55 0.43 0.73
N 4.34 -1.31 4.15
C 3.17 -0.75 3.40
C 3.68 -0.04 2.15
C 2.53 0.66 1.38
N 1.60 -0.29 0.75
C 1.82 1.64 2.32
C 1.27 0.97 3.58
N 0.10 0.15 3.21
C 2.38 0.20 4.31
H 4.86 -2.00 3.58
H 4.05 -1.78 5.02
H 5.01 -0.57 4.42
H 2.54 -1.59 3.12
H 4.19 -0.74 1.49
H 4.38 0.75 2.44
H 2.98 1.24 0.57
H 1.47 -1.13 1.31
H 1.92 -0.57 -0.18
H 0.98 2.11 1.78
H 2.52 2.43 2.59
H 0.95 1.77 4.27
H -0.74 0.72 3.32
H -0.02 -0.65 3.83
H 1.95 -0.35 5.14
H 3.06 0.95 4.72
C 1.32 2.52 -2.40
C 0.41 3.12 -1.39
N -0.28 2.46 -0.48
C -1.02 3.40 0.21
C -0.77 4.63 -0.31
N 0.14 4.45 -1.32
C 0.76 5.56 -2.01
N 1.46 6.36 -1.03
N 0.85 7.40 -0.46
N 1.52 7.83 0.50
C 2.64 7.08 0.68
C 3.66 7.12 1.63
C 4.64 6.16 1.53
C 4.64 5.21 0.49
C 3.65 5.17 -0.46
C 2.62 6.10 -0.34
H 1.29 1.44 -2.31
H 2.34 2.86 -2.26
H 1.00 2.79 -3.40
H -1.67 3.12 1.02
H -1.16 5.60 -0.06
H 0.00 6.20 -2.46
H 1.45 5.20 -2.78
H 3.66 7.86 2.41
H 5.45 6.14 2.25
H 5.46 4.51 0.44
H 3.70 4.48 -1.29
C -4.82 -0.06 0.09
S -3.09 0.45 -0.16
O -2.61 0.93 1.19
C -2.30 -1.19 -0.16
C -2.50 -2.05 0.91
C -1.98 -3.33 0.86
C -1.23 -3.74 -0.24
C -1.01 -2.86 -1.30
C -1.53 -1.58 -1.26
H -4.94 -0.53 1.05
H -5.09 -0.73 -0.72
H -5.43 0.84 0.02
H -3.11 -1.74 1.75
H -2.18 -4.02 1.67
H -0.84 -4.74 -0.28
H -0.47 -3.20 -2.16
H -1.42 -0.90 -2.10
*
```

- energy relative to the best compared isomer or geometry (same formula, charge and spin) (kcal/mol) = 88.4
- M (g/mol) = 590.09
- HOMO (alpha / beta) (eV) = -15.16 / -15.16
- electronic energy (Ha) = -1973.90036

Atomic partial charges in e from the Mulliken method, atoms 1 to 8: 0.938 -0.164 0.088 -1.264 -0.159 -0.369 -0.589 -0.042